[1]
A structure of composition C29H27BrCeN3O5S in a non-equilibrium geometry, computed with wB97M-V/def2-TZVPD.

Each line ends with the Löwdin charge.
Positions of all 67 atoms, in Å:
Ce 0.7335 0.9730 -0.3503  1.655
C 3.0867 -1.1663 -2.1095  -0.006
O 2.3556 -0.7970 -0.9308  -0.255
C 2.7364 -1.5095 0.2127  -0.191
C 4.0171 -2.0043 0.3858  -0.034
C 4.4146 -2.4514 1.6413  -0.659
Br 6.2583 -2.7593 1.9622  0.804
C 3.4539 -2.6294 2.6197  -0.051
C 2.1186 -2.2377 2.4054  -0.046
C 1.7753 -1.5479 1.2228  -0.245
O 0.6133 -0.8618 1.0790  -0.259
C 1.1371 -2.4305 3.4818  -0.132
N -0.1237 -2.0258 3.4619  0.215
C -0.7996 -2.4519 4.5777  -0.159
C -2.1650 -2.3703 4.9027  0.013
C -2.5167 -2.9100 6.1382  -0.056
C -1.5611 -3.4561 7.0247  -0.047
C -0.2196 -3.6163 6.6462  0.007
C 0.1289 -3.1363 5.3837  -0.136
N 1.3598 -3.0614 4.6718  0.211
H 4.1422 -0.8040 -1.9949  0.116
H 2.6332 -0.7153 -2.9754  0.105
H 3.0499 -2.3079 -2.1868  0.148
H 4.7715 -1.9093 -0.3918  0.113
H 3.6949 -2.9958 3.6102  0.109
H -0.5198 -1.6411 2.6655  0.132
H -2.9282 -1.9411 4.1987  0.140
H -3.5586 -2.8123 6.4136  0.115
H -1.8905 -3.7172 8.0189  0.114
H 0.5210 -4.0177 7.4050  0.145
H 2.2576 -3.4173 4.9511  0.163
O 2.8694 2.0560 -0.8885  -0.050
C 2.6971 3.0615 -0.2003  -0.624
O 1.6764 3.2474 0.5192  -0.071
C 3.8268 4.1210 -0.2046  -0.149
N 3.6250 5.0257 0.9755  0.108
C 4.2380 6.3897 0.6297  -0.067
C 3.9543 6.5098 -0.8524  -0.126
C 3.9099 5.0554 -1.4358  -0.065
H 4.7399 3.5304 -0.0983  0.170
H 4.0204 4.6747 1.8385  0.185
H 2.6164 5.0727 1.1270  0.169
H 5.2729 6.3612 0.9054  0.131
H 3.7373 7.1622 1.2185  0.141
H 4.6880 7.1083 -1.3422  0.114
H 2.9990 7.0395 -1.0489  0.135
H 4.8768 4.7577 -1.8775  0.133
H 3.0733 4.8798 -2.1363  0.139
C -8.9537 -1.4518 -5.8216  -0.061
C -7.6436 -1.0439 -5.2738  -0.683
O -7.3718 0.0482 -4.8432  0.034
S -6.3399 -2.3335 -5.4352  1.022
C -5.1598 -1.5605 -4.4315  -0.552
C -4.7683 -0.2175 -4.7315  -0.083
C -3.7170 0.3957 -4.0808  -0.004
C -2.9814 -0.2977 -3.0523  -0.246
C -3.3945 -1.6100 -2.7581  -0.040
C -4.5195 -2.1783 -3.3511  -0.088
C -1.8095 0.3187 -2.5326  -0.130
C -0.8565 0.9909 -2.0819  -0.217
H -8.8315 -1.6533 -6.9046  0.105
H -9.6618 -0.6824 -5.7353  0.072
H -9.2569 -2.4147 -5.3719  0.098
H -5.2253 0.2178 -5.6074  0.108
H -3.4694 1.4474 -4.3168  0.129
H -2.9213 -2.1336 -1.9216  0.113
H -4.9159 -3.1654 -3.0188  0.120

Output
Multiplicity: 2
HOMO-LUMO gap (spin up / spin down) in eV: 6.27 / 6.27
Maximum force in eV Å⁻¹: 2.52
Net charge: +2


[2]
An isolated molecule of C8H12OS in a non-equilibrium geometry, computed with wB97M-V/def2-TZVPD.

Each line ends with the Löwdin charge.
Positions of all 22 atoms, in Å:
C 1.3184 0.3640 0.8816  -0.126
C 2.7142 0.1007 0.5521  -0.179
C -1.8750 -0.7819 -0.6745  -0.201
C -1.6908 -0.6246 0.8375  -0.181
C -0.5999 -0.4715 -1.4332  -0.233
C -1.0725 0.7698 1.0551  -0.191
C -0.1531 0.9109 -1.1837  -0.190
C 0.1030 0.8212 0.2185  -0.277
O 5.4859 -0.6276 0.4751  -0.640
S 4.5040 -0.4807 1.5742  0.839
H 1.0466 0.1702 1.9413  0.092
H 2.8349 0.1313 -0.5340  0.033
H -2.2958 -1.8452 -0.9014  0.139
H -2.6889 -0.1453 -1.1446  0.129
H -2.6857 -0.6864 1.2459  0.102
H -1.1183 -1.4375 1.2076  0.104
H 0.2350 -1.0970 -1.2822  0.107
H -0.8351 -0.5303 -2.5152  0.125
H -1.9213 1.4666 0.7783  0.135
H -0.8327 1.1169 2.1224  0.138
H 0.5996 1.2632 -1.8700  0.119
H -1.0726 1.6132 -1.3508  0.156

Output
Energy relative to the best compared isomer or geometry (same formula, charge and spin) in eV: 4.291
HOMO-LUMO gap (spin up / spin down) in eV: 8.43 / 6.38
Maximum force in eV Å⁻¹: 5.25


[3]
An isolated molecule of C4H3NO3 in a non-equilibrium geometry, computed with wB97M-V/def2-TZVPD.

Each line ends with the Löwdin charge.
Positions of all 11 atoms, in Å:
N 3.1162 -1.4104 1.0751  0.170
C 2.1124 -1.4617 0.4919  -0.170
C 0.7827 -1.3081 -0.0658  -0.174
O 0.3342 -0.0297 0.3611  -0.008
C -0.8316 0.3610 -0.2384  -0.384
O -1.5406 -0.4429 -0.8755  0.109
C -1.2377 1.7925 0.0211  -0.126
O -2.1479 2.3232 -0.6189  0.087
H 0.1382 -1.9943 0.4887  0.136
H 0.6350 -1.5790 -1.1927  0.178
H -0.7075 2.3401 0.9932  0.182

Output
Energy relative to the best compared isomer or geometry (same formula, charge and spin) in eV: 2.518
SMILES: N#CCOC(=O)C=O
HOMO-LUMO gap in eV: 9.87
Maximum force in eV Å⁻¹: 4.19


[4]
A cluster of 2 separate species, C25H23NO3 in total in a non-equilibrium geometry, computed with wB97M-V/def2-TZVPD.

Each line ends with the Löwdin charge.
Positions of all 52 atoms, in Å:
C -3.3151 4.1861 -1.4967  -0.041
C -1.8663 3.6101 -1.5272  -0.364
C -1.7380 2.5975 -0.3635  -0.071
C -1.3841 1.1632 -0.7340  -0.169
C -1.2193 0.6532 -1.9988  -0.015
C -0.9221 -0.6782 -2.2441  0.001
C -0.7742 -1.5535 -1.2030  -0.098
C -0.9053 -1.0333 0.0939  -0.098
C -1.1967 0.2731 0.3311  0.032
C -0.6945 -2.0204 1.2250  -0.309
O -0.1819 -1.7167 2.2839  0.110
C -1.1287 -3.4320 0.9167  0.021
C -1.0517 -3.9146 -0.3165  -0.002
C -0.4873 -3.0251 -1.4018  -0.317
O 0.1129 -3.4629 -2.3642  0.102
O -0.8767 4.6238 -1.5380  -0.115
C -0.8561 5.4356 -0.3711  -0.152
C 0.4330 5.1629 0.4260  -0.217
C 1.6160 4.7854 -0.1723  -0.034
C 2.7302 4.5512 0.6148  -0.081
C 2.6246 4.6828 1.9785  -0.108
C 1.4530 5.0654 2.5982  -0.083
C 0.3521 5.3083 1.7991  -0.060
H -3.3910 5.1097 -2.0830  0.086
H -4.0239 3.4286 -1.8457  0.087
H -3.5516 4.4737 -0.4625  0.070
H -1.8016 3.1301 -2.5080  0.123
H -2.7010 2.5490 0.1669  0.124
H -1.0163 2.9106 0.4041  0.126
H -1.3171 1.2953 -2.8700  0.108
H -0.8297 -1.0276 -3.2697  0.128
H -1.2755 0.5990 1.3676  0.139
H -1.5337 -4.0641 1.7061  0.125
H -1.3780 -4.9236 -0.5630  0.122
H -1.6800 5.2569 0.3250  0.114
H -0.7862 6.4785 -0.7071  0.138
H 1.6131 4.6914 -1.2561  0.120
H 3.6544 4.2617 0.1225  0.107
H 3.5106 4.4729 2.5776  0.105
H 1.4058 5.1459 3.6802  0.106
H -0.5895 5.6131 2.2570  0.115
C 3.4103 -7.6541 0.5562  -0.082
C 2.4389 -8.5403 0.9928  -0.076
C 1.1197 -8.1150 1.0036  -0.157
N 0.7304 -6.8988 0.6207  0.058
C 1.6803 -6.0609 0.2057  -0.145
C 3.0267 -6.3863 0.1523  -0.065
H 4.4522 -7.9480 0.5314  0.105
H 2.6972 -9.5391 1.3176  0.100
H 0.3253 -8.7753 1.3343  0.101
H 1.3331 -5.0798 -0.0967  0.084
H 3.7535 -5.6652 -0.1958  0.103

Output
Energy relative to the best compared isomer or geometry (same formula, charge and spin) in eV: 0.000
SMILES: C[C@H](Cc1ccc2c(c1)C(=O)C=CC2=O)OCc1ccccc1.c1ccncc1
HOMO-LUMO gap in eV: 8.59
Maximum force in eV Å⁻¹: 1.87


[5]
A cluster of 3 separate species, C25H48F9N2O2S2 in total in a non-equilibrium geometry, computed with wB97M-V/def2-TZVPD.

Each line ends with the Löwdin charge.
Positions of all 88 atoms, in Å:
C 4.3018 3.5432 0.0911  -0.244
S 4.5117 2.2466 -1.2482  1.035
C 3.4226 0.7975 -0.7341  -0.343
C 1.9138 1.2650 -1.0577  -0.223
C 0.8640 0.7226 0.0623  -0.140
C 0.2159 1.9289 0.8834  -0.063
C -1.3936 1.8649 0.9626  -0.351
F -1.7571 0.5193 1.0312  0.081
F -1.7079 2.4994 2.1904  0.071
C -1.9309 2.6489 -0.3081  -0.338
F -1.7444 4.0194 -0.0333  0.077
F -1.1867 2.4134 -1.4768  0.072
S -3.7399 2.4074 -0.7366  0.971
F -4.0654 4.0150 -0.3721  -0.175
F -3.3876 2.9051 -2.3056  -0.185
F -3.5375 0.8354 -1.1991  -0.159
F -4.1885 2.0249 0.8026  -0.143
F -5.3294 2.2761 -1.1832  -0.149
H 3.6143 4.3623 -0.3127  0.083
H 3.8088 3.0910 1.0056  0.076
H 5.3325 3.9700 0.2854  0.077
H 5.8266 1.8162 -1.2846  0.026
H 3.7015 -0.1588 -1.2952  0.120
H 3.5811 0.5701 0.3655  0.096
H 1.8490 2.3896 -1.2066  0.094
H 1.6168 0.7982 -2.0590  0.126
H 0.1341 0.0716 -0.4999  0.121
H 1.5125 0.1384 0.8038  0.115
H 0.6091 1.8958 1.9514  0.131
H 0.5580 2.9069 0.4085  0.121
C 1.2801 -2.0971 5.3880  -0.024
C 2.7126 -1.6246 5.0153  -0.468
C 3.7105 -1.8587 6.1753  -0.138
C 3.6797 -0.8128 7.2800  -0.178
C 3.7694 0.5870 6.6919  -0.138
C 2.6725 0.8458 5.6427  -0.484
N 2.6503 -0.1992 4.5665  -0.047
O 3.7080 0.0237 3.7611  -0.059
C 1.3123 0.9253 6.3759  -0.044
C 2.8532 2.2697 5.0655  -0.048
C 3.1302 -2.6132 3.8936  -0.054
H 0.5798 -1.2892 5.5858  0.056
H 0.8149 -2.6503 4.5666  0.080
H 1.2835 -2.7511 6.2626  0.093
H 4.7309 -1.8776 5.7738  0.122
H 3.5477 -2.8470 6.6156  0.125
H 2.7779 -0.9291 7.8882  0.110
H 4.5237 -0.9756 7.9567  0.119
H 3.6998 1.3231 7.4996  0.128
H 4.7615 0.7258 6.2450  0.126
H 0.4896 1.0549 5.6666  0.090
H 1.2901 1.7789 7.0578  0.092
H 1.0972 0.0552 6.9957  0.067
H 3.8375 2.4245 4.6191  0.072
H 2.7504 3.0230 5.8505  0.090
H 2.0940 2.4841 4.3061  0.072
H 2.5252 -2.4752 2.9929  0.080
H 2.9938 -3.6453 4.2290  0.095
H 4.1822 -2.5121 3.6156  0.075
C -4.6374 -3.2736 -5.6781  -0.026
C -3.2103 -2.7794 -6.0434  -0.468
C -2.2140 -3.0005 -4.8796  -0.142
C -2.2642 -1.9556 -3.7737  -0.187
C -2.1923 -0.5538 -4.3626  -0.145
C -3.2892 -0.3116 -5.4157  -0.480
N -3.2913 -1.3557 -6.4887  -0.045
O -2.2318 -1.1155 -7.2878  -0.020
C -4.6518 -0.2505 -4.6859  -0.042
C -3.1283 1.1132 -5.9953  -0.037
C -2.7734 -3.7597 -7.1648  -0.051
H -5.3502 -2.4764 -5.4821  0.056
H -5.0904 -3.8317 -6.5027  0.082
H -4.6284 -3.9295 -4.8044  0.089
H -1.1916 -3.0038 -5.2770  0.120
H -2.3639 -3.9920 -4.4411  0.122
H -3.1667 -2.0849 -3.1687  0.107
H -1.4195 -2.1069 -3.0931  0.107
H -2.2754 0.1827 -3.5552  0.102
H -1.2003 -0.4011 -4.8065  0.123
H -5.4753 -0.1341 -5.3959  0.096
H -4.6890 0.6037 -4.0045  0.076
H -4.8562 -1.1229 -4.0646  0.066
H -2.1454 1.2797 -6.4397  0.077
H -3.2447 1.8658 -5.2102  0.077
H -3.8883 1.3133 -6.7559  0.093
H -3.3760 -3.6287 -8.0673  0.090
H -2.8963 -4.7947 -6.8316  0.091
H -1.7220 -3.6426 -7.4381  0.076

Output
Multiplicity: 3
HOMO-LUMO gap (spin up / spin down) in eV: 6.87 / 7.51
Maximum force in eV Å⁻¹: 4.70
Net charge: +1